Density functional theory data (ωB97M-V/def2-TZVPD) for a cluster of 2 separate species, C3H8NOS in total in a non-equilibrium geometry.

charge	-1
energy	-647.13655	Ha
multiplicity	1

Each atom is followed by the atoms it is bonded to, with distances in Å.
Geometry (Å):
1 C -1.68 0.17 -2.57  C3 1.311, H8 1.006, H9 1.045
2 C 1.55 -0.29 -0.02  S6 1.912, H10 1.108, H11 1.033
3 C -0.85 0.03 -1.57  C1 1.311, S6 1.748, H13 1.139
4 N -0.22 0.12 1.96  O5 1.478, H12 1.134, H14 0.997
5 O 0.37 -0.45 3.19  N4 1.478, H7 0.981
6 S 0.87 -0.13 -1.80  C2 1.912, C3 1.748
7 H 0.33 0.15 3.97  O5 0.981
8 H -1.38 0.12 -3.53  C1 1.006
9 H -2.68 0.25 -2.28  C1 1.045
10 H 2.47 0.32 0.10  C2 1.108
11 H 1.84 -1.28 -0.03  C2 1.033
12 H 0.52 -0.04 1.12  N4 1.134
13 H -1.12 -0.06 -0.46  C3 1.139
14 H -0.01 1.09 1.93  N4 0.997